C26H34ClGaI2O12P as an isolated structure at a distorted geometry. Source: OMol25; level of theory: ωB97M-V with the def2-TZVPD basis set.

Max |F| in eV/Å: 1.932
Highest occupied orbital energy in eV: -4.379
HOMO-LUMO gap in eV: 4.3
Calculated total energy in eV: -142469.808
Charge: -1

Positions of all 77 atoms, in Å:
C1 -2.4234 5.9195 -2.1794
C2 -2.8600 4.7933 -1.5308
C3 -4.1442 4.1260 -1.8466
O1 -5.1122 4.8160 -2.1265
O2 -4.2418 2.7636 -1.8045
C4 -4.1568 2.2096 -0.4736
C5 -3.5132 0.8292 -0.5003
C6 -2.1886 0.8078 0.2943
C7 -1.0227 1.2206 -0.6068
C8 0.3829 0.8562 -0.0824
C9 0.4734 0.6057 1.4240
Ga1 0.0795 2.2041 2.6175
C10 -0.7112 3.8389 1.6531
O3 0.0740 4.1447 0.4904
C11 0.2247 5.5153 0.2135
C12 -1.0465 1.6836 4.2694
I1 -3.1539 2.1258 4.0352
C13 -0.8505 0.2207 4.7309
C14 -1.1483 0.1022 6.2500
I2 -2.1913 -1.2049 3.7662
P1 2.1771 2.9519 3.5246
O4 2.6527 4.2681 2.5981
Cl1 1.6743 3.8377 5.3856
H1 -2.0939 5.9268 -3.2130
H2 -2.3380 6.8524 -1.6297
H3 -2.2128 4.4220 -0.7360
H4 -5.1476 2.1696 -0.0212
H5 -3.5727 2.8896 0.1465
H6 -4.1906 0.1411 0.0033
H7 -3.3536 0.5048 -1.5249
H8 -2.2887 1.5591 1.0725
H9 -2.0728 -0.1803 0.7283
H10 -1.0986 2.2860 -0.8237
H11 -1.1727 0.7134 -1.5655
H12 0.6546 -0.0702 -0.5880
H13 1.0856 1.6159 -0.4192
H14 1.5046 0.3074 1.6421
H15 -0.1303 -0.2469 1.7304
H16 -0.6220 4.6627 2.3720
H17 -1.7829 3.7604 1.4321
H18 -0.3966 6.1519 0.8453
H19 1.2714 5.8096 0.3055
H20 -0.0880 5.6976 -0.8191
H21 -0.7201 2.3176 5.0878
H22 0.1483 -0.1346 4.5077
H23 -1.3556 1.0837 6.6680
H24 -0.2724 -0.2702 6.7782
H25 -2.0126 -0.5160 6.4542
H26 2.0642 5.0018 2.8063
C15 -1.5849 -3.9776 -3.3637
C16 -1.0428 -3.1953 -2.4177
C17 0.3799 -2.7198 -2.5077
O5 0.7987 -2.0013 -1.6231
C18 1.1821 -3.1472 -3.6437
C19 0.6387 -3.9292 -4.5825
C20 -0.7912 -4.3855 -4.5062
O6 -1.2136 -5.0828 -5.4124
O7 1.3130 -4.3600 -5.6456
O8 -1.7132 -2.7893 -1.3520
H27 -2.6068 -4.3246 -3.3119
H28 2.2090 -2.8115 -3.6891
H29 0.6817 -4.9009 -6.1562
H30 -1.1005 -2.2351 -0.8283
C21 3.6275 -6.1827 -1.0327
C22 4.9383 -6.4466 -1.0782
C23 5.9731 -5.3684 -0.9124
O9 7.1457 -5.6987 -0.9491
C24 5.5227 -4.0036 -0.7252
C25 4.2084 -3.7306 -0.6824
C26 3.1743 -4.8166 -0.8198
O10 2.0069 -4.4946 -0.7503
O11 3.7404 -2.5047 -0.5226
O12 5.4240 -7.6692 -1.2694
H31 2.8755 -6.9505 -1.1475
H32 6.2760 -3.2353 -0.6259
H33 2.7618 -2.5571 -0.5316
H34 6.3951 -7.5720 -1.2546

Cartesian forces, eV/Å:
C -0.1 -0.3 0.3
C 0.2 0.3 -0.4
C -0.4 -0.1 -1.4
O 1.1 -0.9 0.2
O -0.1 0.3 0.3
C 0.2 0.0 -0.1
C 0.1 0.2 1.0
C -0.3 0.4 -1.1
C 0.0 -0.4 0.1
C -0.5 -0.4 -0.1
C 0.6 0.6 0.3
Ga -0.7 0.2 -0.4
C 0.4 -0.3 0.6
O -0.3 0.1 0.1
C -0.1 -0.1 -0.5
C 0.3 -0.7 -1.0
I 0.1 0.6 0.2
C -1.1 0.7 1.0
C 0.3 0.0 -0.1
I 0.6 -0.3 -0.2
P 0.8 -0.7 -0.3
O -0.2 0.0 0.7
Cl -0.1 0.2 -0.1
H -1.8 0.4 -0.6
H 1.8 -0.3 0.4
H -1.0 0.7 1.2
H -0.2 0.1 -0.3
H 0.1 0.0 0.1
H -0.2 -0.2 -0.2
H -0.1 -0.1 -0.1
H 0.1 -0.4 0.5
H 0.3 0.0 0.2
H 0.0 0.1 0.1
H 0.1 0.0 -0.1
H 0.2 0.1 -0.1
H 0.1 0.1 0.2
H 0.1 0.0 0.0
H -0.2 -0.1 -0.1
H 0.0 0.1 0.0
H 0.0 0.1 -0.2
H 0.0 0.0 0.2
H 0.1 0.0 0.1
H 0.1 0.1 -0.1
H -0.1 0.1 0.2
H 0.1 0.0 -0.2
H 0.0 0.2 -0.1
H 0.0 -0.3 0.1
H 0.0 -0.2 0.2
H -0.2 0.2 -0.4
C 0.0 -0.1 -0.2
C -0.4 -0.1 0.0
C 0.4 -0.1 -0.3
O -0.1 -0.1 0.1
C 0.0 0.1 0.2
C 0.3 0.1 0.0
C -0.4 0.0 0.3
O 0.2 -0.1 -0.2
O -0.2 -0.1 0.0
O 0.3 0.1 0.0
H 0.0 0.0 0.0
H 0.0 0.0 0.0
H -0.1 0.0 0.0
H 0.0 0.0 0.1
C -0.2 0.1 0.0
C -0.3 -0.2 0.0
C 0.0 0.5 0.1
O 0.0 -0.3 -0.1
C 0.2 -0.2 0.0
C 0.3 0.3 0.0
C 0.1 -0.4 0.0
O -0.2 0.0 0.0
O -0.2 -0.3 0.0
O 0.1 0.1 0.0
H 0.0 0.0 0.0
H 0.0 0.0 0.0
H 0.0 0.2 -0.1
H 0.1 0.0 0.0

---

A 4-piece molecular cluster, C26H34ClN3O5 overall at a distorted geometry. Source: OMol25; level of theory: ωB97M-V with the def2-TZVPD basis set.

Max |F| in eV/Å: 2.958
Energy above the lowest of the compared OMol25 structures with the same formula, charge and spin in kJ/mol: 210.4
Highest occupied orbital energy in eV: -9.133
HOMO-LUMO gap in eV: 8.0
SMILES: CC[C@H](Cl)c1cccc2c1C(=O)c1ccccc1C2=O.CN(C)C=O.CN(C)C=O.CN(C)C=O
Calculated total energy in eV: -54742.109

Positions of all 69 atoms, in Å:
C1 -3.0854 4.0939 4.6547
C2 -1.7448 4.0335 3.7833
C3 -2.0227 4.2313 2.2279
Cl1 -3.0533 5.7300 2.0463
C4 -2.7331 2.9227 1.7246
C5 -4.1824 2.9258 1.4437
C6 -4.8910 1.7240 0.9806
C7 -4.1182 0.4932 0.8238
C8 -2.6712 0.4805 1.0971
C9 -1.9367 1.6959 1.5523
C10 -0.4172 1.5798 1.7840
O1 0.2822 2.4281 2.3105
C11 0.3234 0.2977 1.2682
C12 1.7977 0.2824 1.2618
C13 2.5268 -0.9015 0.7748
C14 1.7737 -2.0578 0.2691
C15 0.3093 -2.0300 0.2883
C16 -0.4234 -0.8723 0.7982
C17 -1.9647 -0.8863 0.8411
O2 -2.5690 -1.9212 0.6454
H1 -3.3135 5.1257 5.0172
H2 -3.9351 3.6104 4.1017
H3 -2.8560 3.4774 5.5742
H4 -1.3101 3.0176 4.0008
H5 -1.0081 4.8265 4.0738
H6 -1.0822 4.4336 1.6462
H7 -4.8130 3.8427 1.5751
H8 -5.9799 1.7406 0.7437
H9 -4.6057 -0.4511 0.4736
H10 2.4128 1.1317 1.6371
H11 3.6380 -0.9720 0.7668
H12 2.2723 -2.9698 -0.1281
H13 -0.2880 -2.8915 -0.0904
C18 6.4602 -2.0974 -0.3154
O3 5.6546 -2.7401 0.3307
N1 7.2237 -1.0886 0.1704
C19 8.1642 -0.3672 -0.6635
C20 7.0952 -0.7199 1.5686
H14 6.6360 -2.2956 -1.3856
H15 9.1695 -0.4803 -0.2511
H16 7.8932 0.6911 -0.6773
H17 8.1522 -0.7513 -1.6832
H18 7.3335 -1.5834 2.1927
H19 6.0650 -0.4190 1.7697
H20 7.7691 0.1015 1.8078
C21 -0.6102 -5.8370 -2.6427
O4 0.0563 -4.8341 -2.8141
N2 -1.9341 -5.8551 -2.3556
C22 -2.6613 -7.0931 -2.1632
C23 -2.6449 -4.5944 -2.2368
H21 -0.1689 -6.8456 -2.7100
H22 -3.4653 -7.1553 -2.9005
H23 -3.0877 -7.1062 -1.1574
H24 -2.0018 -7.9526 -2.2819
H25 -2.5643 -4.0462 -3.1776
H26 -2.1881 -3.9978 -1.4447
H27 -3.6941 -4.7690 -2.0036
C24 -2.3583 2.2658 -2.3257
O5 -3.3442 1.9657 -2.9712
N3 -1.2030 2.7528 -2.8415
C25 -0.0703 3.0871 -2.0019
C26 -1.0983 2.9442 -4.2760
H28 -2.3297 2.1599 -1.2282
H29 0.1677 4.1467 -2.1252
H30 0.7898 2.4833 -2.3016
H31 -0.2944 2.8917 -0.9528
H32 -1.8722 3.6410 -4.6043
H33 -1.2540 1.9881 -4.7797
H34 -0.1167 3.3388 -4.5354

Cartesian forces, eV/Å:
C 1.2 -0.4 0.3
C -0.6 0.2 0.1
C 0.0 -1.2 0.8
Cl 0.5 -0.6 -0.2
C -0.9 -0.5 -0.7
C 0.5 -1.9 -0.4
C 2.9 -0.2 0.6
C 1.0 1.6 0.5
C -1.2 0.9 0.0
C -2.2 -0.8 -0.6
C 0.8 -0.9 -0.5
O -1.0 -0.1 -0.4
C 0.5 -1.0 -0.5
C -0.6 -2.0 -0.7
C -2.6 -0.2 -0.2
C -1.5 1.8 0.8
C 0.9 1.3 0.6
C 1.9 0.2 0.0
C 1.0 0.6 0.0
O 0.1 0.9 0.1
H -0.1 -0.9 -0.6
H 0.7 0.6 0.6
H -0.5 0.6 -0.9
H -0.2 1.2 -0.7
H -0.7 -0.8 0.0
H -1.0 -0.3 0.7
H 1.1 -0.9 -0.1
H 1.1 0.1 0.3
H 0.6 1.0 0.4
H -0.9 -0.6 -0.3
H -1.0 0.3 0.1
H -0.3 1.0 0.4
H 0.7 0.8 0.4
C 0.1 0.1 0.0
O 0.0 0.2 0.1
N -0.1 -0.2 -0.3
C -0.1 0.0 0.3
C -0.2 -0.2 0.0
H 0.1 0.0 0.0
H 0.0 0.1 -0.1
H 0.2 0.0 -0.1
H -0.1 0.0 0.1
H -0.1 0.1 0.1
H 0.1 0.0 0.2
H 0.0 -0.1 -0.1
C -0.2 0.0 0.0
O -0.2 0.0 0.1
N 0.4 -0.3 -0.1
C -0.1 0.3 0.0
C 0.3 0.1 -0.1
H -0.1 0.0 0.0
H 0.0 -0.2 0.1
H -0.1 -0.2 -0.1
H 0.0 0.1 0.0
H -0.1 0.1 0.1
H -0.2 0.1 -0.1
H 0.1 -0.1 0.0
C 0.1 0.0 0.0
O 0.2 0.1 -0.1
N -0.2 -0.1 0.3
C -0.1 0.0 -0.3
C -0.3 -0.1 0.0
H 0.1 0.0 0.0
H 0.1 0.0 0.1
H 0.1 0.1 0.2
H -0.1 0.0 -0.1
H 0.1 -0.1 -0.1
H 0.0 0.1 -0.1
H 0.0 0.0 0.1

---

Which of these has the lowest calculated total energy? C26H34ClGaI2O12P